A cluster of 4 separate species, C18H35N4O7P3S in total at a distorted geometry, computed with the ωB97M-V functional and the def2-TZVPD basis.

Its spin multiplicity is 1. Its SMILES is CCCCO[C@@]1(PP(=O)(O)O)[C@@H](CN)C(=O)O[C@@]1(CCCS)[PH2]=O.CC#N.CC#N.CC#N. The calculation puts the lowest unoccupied orbital energy at 0.0103 Eh. Its strongest force on any atom is 0.1192 hartree/bohr. The HOMO energy comes out at -9.24 eV.

Last column: Mulliken charge in e.
CARTESIAN COORDINATES (ANGSTROEM)
S -6.08 -3.41 -1.94  -0.275
P 0.10 -1.93 -0.03  -0.385
P -1.91 0.09 -2.86  0.245
P -0.50 -4.00 0.11  1.183
O 0.76 -4.72 0.31  -0.744
O -1.16 -4.63 -1.22  -0.515
O -0.57 0.51 -0.63  -0.213
O -0.63 -0.37 -3.44  -0.715
O -3.50 0.03 -0.77  -0.487
O -3.27 1.78 0.64  -0.473
O -1.41 -4.33 1.44  -0.590
N 5.06 6.17 -5.16  -0.427
N 3.90 3.70 -1.06  -0.467
N 0.91 -1.76 6.01  -0.372
N -1.05 -0.56 3.33  -0.654
C -2.36 -0.75 -1.24  1.364
C -1.25 -0.64 -0.12  1.115
C -0.03 -1.68 6.64  0.340
C -5.16 -2.70 -0.50  -0.675
C -1.23 -1.59 7.46  -0.790
C -3.06 0.70 0.36  0.294
C 3.69 3.78 -2.17  0.505
C 1.89 1.01 -0.64  0.329
C -2.97 -2.08 -1.69  -1.512
C 6.68 6.70 -3.20  -0.755
C 5.77 6.40 -4.31  0.422
C 3.19 -0.50 1.00  -1.017
C -2.17 -0.38 1.08  0.038
C 3.07 0.90 0.36  -0.716
C 0.53 1.05 0.12  -1.316
C 3.42 3.88 -3.61  -0.843
C -1.68 0.35 2.34  -1.142
C -3.65 -2.96 -0.64  -0.972
H 2.03 1.96 -1.15  -0.069
H 0.66 -1.87 -1.33  0.129
H -1.57 -3.46 1.86  0.362
H -2.98 -0.26 -3.72  0.089
H 0.32 2.12 0.23  0.347
H 7.71 6.69 -3.55  0.277
H 3.99 1.10 -0.17  0.438
H 4.29 4.30 -4.11  0.233
H -2.56 0.77 2.82  0.539
H 4.15 -0.60 1.51  0.444
H 1.89 0.18 -1.33  0.333
H -5.39 -1.64 -0.46  0.286
H -2.23 -2.61 -2.30  0.568
H 3.21 2.89 -4.01  0.291
H -2.80 -1.18 1.46  0.197
H -3.76 -1.82 -2.40  0.789
H -1.01 1.20 2.16  0.410
H -1.01 -1.91 8.48  0.323
H -0.47 0.02 3.92  0.250
H -2.01 -2.24 7.06  0.254
H -2.00 1.48 -2.60  0.052
H -5.58 -3.20 0.37  0.468
H -5.17 -4.29 -2.43  0.125
H 6.56 5.96 -2.41  0.281
H 2.57 4.52 -3.78  0.286
H -3.54 -3.99 -0.95  0.412
H -3.23 -2.90 0.37  0.032
H 2.95 1.64 1.16  0.332
H 3.10 -1.25 0.21  0.240
H -0.49 -1.26 2.87  0.222
H -0.91 -5.56 -1.30  0.356
H -1.59 -0.57 7.48  0.257
H 6.46 7.69 -2.80  0.265
H 2.37 -0.64 1.70  0.160
H 0.66 0.69 1.14  0.246

***

A structure of composition C25H50N5O11V at a distorted geometry, computed with the ωB97M-V functional and the def2-TZVPD basis.

Its spin multiplicity is 4. The expectation value of S² is 3.76. The calculation puts the lowest unoccupied orbital energy (spin up / spin down) at -0.1593 / -0.1588 Eh. Its strongest force on any atom is 0.0795 hartree/bohr. The total charge is +1. The HOMO energy (spin up / spin down) comes out at -11.14 / -11.14 eV.

Last column: Mulliken spin population.
CARTESIAN COORDINATES (ANGSTROEM)
V -0.88 -1.18 3.08  2.999
O -0.53 -3.34 2.84  0.016
O 3.08 -0.99 4.58  0.004
O 3.26 2.51 -1.27  0.000
O 4.58 -3.15 -0.88  0.000
O 1.25 -0.90 3.38  -0.019
O -3.49 4.90 1.85  0.000
O -0.19 -1.28 0.80  -0.055
O -0.61 0.71 1.59  -0.036
O -2.06 3.10 -2.42  0.000
O 2.17 2.37 -3.24  0.000
O -4.90 -4.58 -1.22  0.000
N -0.61 2.24 -3.89  0.000
N 4.44 -1.43 -2.32  0.000
N -1.68 -5.29 2.59  0.006
N -2.92 2.75 1.36  -0.001
N -4.41 -2.54 -2.01  0.000
C -0.75 -4.42 2.24  0.000
C 1.73 3.71 0.05  0.001
C -0.12 1.19 -4.79  0.000
C -2.66 -5.05 3.65  0.000
C 3.24 3.33 -0.08  0.000
C 3.26 0.40 2.70  0.004
C -3.72 -1.25 -1.99  0.000
C 1.29 3.68 -1.39  0.000
C 4.44 -0.53 4.59  0.001
C -0.09 0.49 -0.78  0.015
C -2.67 4.00 1.79  0.000
C 2.26 2.78 -2.10  0.000
C 2.39 -0.53 3.56  0.018
C 0.06 -4.72 1.01  0.001
C 2.80 -1.65 -0.50  0.001
C 4.45 0.65 3.64  0.000
C -0.37 -0.08 0.60  0.035
C 4.02 -2.14 -1.27  0.000
C -1.87 2.44 -3.45  0.000
C -4.32 -3.52 -1.11  0.001
C -3.02 1.80 -4.18  0.000
C -1.26 4.25 2.31  -0.001
C -3.44 -3.22 0.10  0.002
C 3.95 -0.14 -2.80  0.000
C -4.22 2.29 0.94  0.000
H -0.96 0.88 -5.41  0.000
H -2.37 -3.11 -0.09  0.004
H -0.66 3.40 2.66  0.000
H 3.60 2.73 0.75  0.000
H -2.95 -5.96 4.16  0.000
H 3.84 4.23 -0.18  0.000
H 5.33 -1.75 -2.68  0.000
H -0.46 -0.25 -1.49  -0.001
H -3.92 1.83 -3.56  0.000
H 5.36 0.98 3.14  0.000
H 2.88 0.01 -2.68  0.000
H 0.88 -4.02 0.92  -0.001
H 0.14 2.63 -3.34  0.000
H -4.87 2.06 1.78  0.000
H -4.70 2.93 0.20  0.000
H -1.34 4.92 3.17  0.000
H 2.77 -0.57 -0.33  -0.001
H 0.14 0.35 -4.13  0.000
H 4.49 0.67 -2.31  0.000
H -0.58 -4.69 0.13  0.000
H 1.50 4.68 -1.79  0.000
H 4.12 1.49 4.26  0.000
H -2.73 -1.29 -1.55  0.000
H 1.87 -2.01 -0.94  0.000
H -0.70 4.87 1.62  0.000
H -1.84 -6.00 1.89  0.000
H 0.47 -5.73 1.02  0.000
H 1.57 4.65 0.56  0.000
H -3.71 -2.25 0.54  -0.001
H 0.25 3.42 -1.53  0.000
H -3.55 -4.61 3.20  0.000
H 1.28 2.92 0.65  0.000
H 3.51 -0.16 1.80  -0.001
H 5.06 -1.38 4.28  0.000
H 0.74 1.45 -5.39  0.000
H -2.17 2.10 1.53  0.011
H -3.29 2.33 -5.09  0.000
H 0.98 0.59 -0.95  -0.001
H -2.83 0.74 -4.39  0.000
H 2.72 1.32 2.49  0.000
H -4.26 -0.51 -1.40  0.000
H -2.18 -4.40 4.38  0.001
H 2.79 -2.03 0.52  0.000
H 4.06 -0.13 -3.88  0.000
H -4.06 1.40 0.31  -0.001
H -3.56 -3.97 0.88  -0.001
H -0.63 1.40 -1.04  -0.001
H 4.80 -0.27 5.58  0.000
H -5.04 -2.65 -2.80  0.000
H -3.68 -0.90 -3.02  0.000